1.
Density functional theory data (the ωB97M-V functional and the def2-TZVPD basis) for 4 unconnected molecules or ions with the total composition C25H59N4O.

Positions of all 89 atoms, in Å:
C1 3.44596 3.54337 3.00607
C2 2.17931 3.31142 2.74102
C3 1.17090 4.35344 3.24406
C4 -0.00610 4.62725 2.30995
C5 -1.13227 5.28164 3.12450
O1 -1.80007 4.37752 3.96559
C6 -2.35138 3.28208 3.26441
C7 -1.24293 2.48668 2.62735
N1 -0.58012 3.41197 1.66182
H1 3.69818 3.91997 3.98416
H2 4.21557 3.41477 2.26459
H3 1.91385 2.39816 2.21918
H4 0.82351 4.18478 4.26269
H5 1.72305 5.27574 3.27524
H6 0.28061 5.32332 1.53604
H7 -1.81462 5.85496 2.49228
H8 -0.65354 5.99777 3.77625
H9 -3.06826 3.64289 2.52008
H10 -2.84997 2.66578 3.99652
H11 -0.56700 2.12004 3.38547
H12 -1.65805 1.66021 2.06773
H13 0.08919 2.94296 1.04509
H14 -1.32661 3.73948 1.03913
C8 -3.15005 -2.10941 -3.84394
C9 -2.51420 -0.77703 -3.47757
N2 -3.02741 -0.20280 -2.24559
C10 -2.62185 1.17137 -2.04622
C11 -1.12623 1.46312 -1.85138
C12 -2.96124 -1.05907 -1.07437
C13 -1.58524 -1.58567 -0.63977
H15 -4.23536 -2.02255 -3.90651
H16 -2.78228 -2.43476 -4.81670
H17 -2.90494 -2.89354 -3.12624
H18 -2.72366 -0.08142 -4.29457
H19 -1.42094 -0.90899 -3.44582
H20 -3.18024 1.57988 -1.19580
H21 -2.96545 1.74676 -2.91095
H22 -0.78364 1.17358 -0.85364
H23 -0.94517 2.53859 -1.95511
H24 -0.50161 0.96201 -2.58940
H25 -3.61055 -1.91933 -1.24885
H26 -3.42657 -0.53547 -0.23364
H27 -0.99074 -1.93697 -1.48388
H28 -1.71428 -2.42978 0.04024
H29 -1.00775 -0.83258 -0.10199
C14 3.73099 -2.27236 -8.02818
C15 2.90659 -2.55244 -6.78055
N3 1.93966 -1.51102 -6.48223
C16 1.34614 -1.64033 -5.16551
C17 0.47155 -2.86695 -4.87901
C18 1.02121 -1.17292 -7.55644
C19 0.13139 -2.28755 -8.12322
H30 4.23410 -1.30728 -7.95426
H31 4.49384 -3.04290 -8.14427
H32 3.12330 -2.27904 -8.93355
H33 3.59546 -2.62778 -5.93484
H34 2.43331 -3.54086 -6.88850
H35 0.76617 -0.73513 -4.95408
H36 2.16268 -1.62953 -4.43506
H37 -0.50595 -2.78559 -5.35118
H38 0.29717 -2.94992 -3.80234
H39 0.93872 -3.79726 -5.20129
H40 1.60468 -0.75499 -8.38025
H41 0.38862 -0.34480 -7.22510
H42 0.68107 -3.21593 -8.28188
H43 -0.27064 -1.97869 -9.09006
H44 -0.72149 -2.49767 -7.47897
C20 -0.64825 -3.26607 5.23054
C21 0.39825 -2.18749 4.99489
N4 0.08272 -0.92573 5.64351
C22 0.92728 0.16746 5.20771
C23 2.42179 0.09994 5.52568
C24 -0.17300 -0.99420 7.07493
C25 0.93186 -1.55638 7.97795
H45 -1.63721 -2.92543 4.91993
H46 -0.39817 -4.15293 4.64771
H47 -0.69829 -3.56931 6.27630
H48 0.45835 -2.00981 3.91680
H49 1.37941 -2.57839 5.30282
H50 0.52823 1.10957 5.60380
H51 0.81818 0.25312 4.11613
H52 2.62386 0.32216 6.57167
H53 2.95595 0.84914 4.93471
H54 2.85812 -0.86902 5.28581
H55 -1.07270 -1.59440 7.22740
H56 -0.44981 0.00310 7.42714
H57 1.38959 -2.45479 7.56258
H58 0.50893 -1.82582 8.94705
H59 1.71654 -0.82595 8.16813

Forces on the atoms, in the same order (eV/Å):
C 1.06 -0.06 -0.01
C -1.29 0.49 0.23
C 0.03 -1.46 0.36
C -0.14 0.39 1.09
C 0.20 0.18 -0.04
O -0.01 -0.02 0.05
C 0.24 0.36 0.38
C -0.61 -0.06 -0.14
N -0.07 -0.10 -0.64
H 0.27 1.44 -0.25
H 0.56 -1.41 0.42
H -0.28 0.50 -1.13
H -0.30 -0.27 0.07
H 0.07 0.42 0.08
H 0.15 -0.05 -0.48
H -0.30 -0.21 -0.20
H 0.08 0.29 0.18
H -0.17 -0.10 -0.11
H -0.30 -0.13 0.12
H 0.48 0.03 -0.02
H 0.05 -0.31 -0.20
H 0.17 -0.03 0.28
H 0.10 -0.06 -0.09
C -0.03 -0.03 0.08
C 0.09 -0.24 -0.16
N -0.06 0.19 0.13
C -0.09 0.16 -0.08
C 0.01 0.27 0.20
C -0.05 -0.28 0.08
C -0.05 0.01 0.13
H 0.00 0.02 0.06
H 0.00 0.01 0.00
H -0.01 -0.02 -0.02
H 0.04 0.16 0.13
H 0.01 0.00 -0.08
H -0.01 -0.11 0.05
H 0.03 -0.08 -0.06
H 0.05 -0.15 -0.04
H -0.03 -0.01 -0.07
H 0.01 -0.04 0.03
H 0.02 0.02 -0.09
H 0.01 0.13 -0.07
H -0.01 0.02 -0.02
H -0.01 0.00 -0.02
H 0.08 0.01 -0.08
C 0.00 0.00 -0.02
C 0.04 -0.12 -0.19
N -0.07 0.16 0.17
C 0.09 0.02 0.25
C -0.11 0.06 0.12
C -0.01 0.05 -0.31
C -0.11 0.08 -0.01
H -0.05 0.02 -0.01
H -0.01 -0.01 0.01
H 0.01 0.01 0.00
H -0.12 0.03 0.10
H 0.05 -0.03 0.02
H -0.03 0.01 -0.13
H 0.07 -0.05 -0.08
H 0.02 -0.07 -0.08
H 0.02 0.01 0.00
H 0.02 0.02 -0.04
H 0.07 -0.06 0.04
H 0.03 -0.04 0.16
H 0.02 0.01 0.02
H 0.02 0.01 0.00
H 0.04 -0.09 0.03
C -0.01 0.00 0.00
C 0.02 -0.22 0.09
N -0.17 0.30 -0.14
C 0.04 0.15 -0.21
C 0.17 0.21 -0.02
C -0.15 -0.17 0.26
C -0.01 0.09 0.07
H 0.00 0.03 0.05
H 0.02 0.01 0.00
H -0.01 0.00 -0.01
H 0.07 0.14 0.03
H 0.01 -0.02 -0.05
H -0.07 -0.09 0.16
H 0.01 -0.17 -0.02
H 0.00 -0.08 0.03
H -0.01 -0.01 0.00
H -0.05 -0.03 0.00
H 0.03 -0.04 -0.10
H 0.08 0.07 -0.13
H -0.02 0.00 -0.02
H -0.02 0.00 -0.02
H 0.07 -0.05 -0.05

Calculated values
Total charge   +1
HOMO-LUMO gap   6.640 eV
LUMO level   -2.950 eV
Highest occupied orbital energy   -9.59 eV


2.
Density functional theory data (the ωB97M-V functional and the def2-TZVPD basis) for 9 unconnected molecules or ions with the total composition C25H60ClN3O9S8.

Positions of all 106 atoms, in Å:
C1 4.47846 3.92322 3.75684
C2 3.79813 2.59549 3.07803
C3 2.45201 2.96826 2.22669
N1 1.28632 2.07779 2.53936
C4 0.28530 2.73854 3.43036
C5 1.00227 3.49274 4.69457
N2 1.63792 3.91842 5.63676
C6 -0.62074 1.57571 4.07777
C7 -1.77962 1.02422 3.11457
N3 -2.88122 0.83271 2.63179
C8 -0.52633 3.88153 2.63856
C9 -0.41496 5.35365 3.27541
O1 0.53876 6.15849 3.09965
Cl1 -1.86068 5.89360 4.31682
H1 3.68161 4.66567 4.12409
H2 5.10255 4.50480 2.96354
H3 5.24401 3.63869 4.57948
H4 4.62380 2.16679 2.38633
H5 3.59911 1.85103 3.92720
H6 2.20816 4.09543 2.27027
H7 2.73540 2.74599 1.12039
H8 1.70953 1.24551 3.00361
H9 0.08908 0.68846 4.29749
H10 -1.00176 1.94246 5.10037
H11 -0.04066 3.94995 1.57152
H12 -1.63775 3.66686 2.46981
C10 -5.51812 2.84964 1.55183
S1 -5.37083 4.53729 2.17734
O2 -4.89645 4.45057 3.59197
C11 -7.14478 4.87874 2.21936
H13 -4.51829 2.41902 1.48012
H14 -6.12224 2.24972 2.23483
H15 -5.97566 2.86652 0.56053
H16 -7.64868 4.15367 2.86093
H17 -7.54930 4.83052 1.20663
H18 -7.29399 5.88287 2.62038
C12 3.88042 -1.69196 -0.04433
S2 4.00537 -1.57156 1.75072
O3 3.19959 -0.38350 2.17754
C13 5.74564 -1.08753 1.78805
H19 2.85458 -1.95017 -0.30210
H20 4.13851 -0.73701 -0.50087
H21 4.54986 -2.47397 -0.40527
H22 5.88885 -0.16796 1.21770
H23 6.35552 -1.88936 1.36859
H24 6.03562 -0.91884 2.82692
C14 5.95630 0.48733 -4.65995
S3 4.82111 0.84158 -3.30002
O4 5.00735 -0.22769 -2.27097
C15 3.30884 0.45898 -4.21063
H25 6.97764 0.62591 -4.30214
H26 5.82698 -0.54330 -4.99571
H27 5.76593 1.17793 -5.48366
H28 3.34245 -0.56993 -4.57346
H29 3.20323 1.15049 -5.04836
H30 2.45987 0.57764 -3.53522
C16 0.36063 6.95517 -1.59527
S4 -0.29772 5.52921 -0.70434
O5 0.81902 4.54630 -0.53881
C17 -1.34653 4.93897 -2.05230
H31 1.07927 7.46350 -0.95046
H32 0.86172 6.62651 -2.50765
H33 -0.45344 7.64047 -1.83904
H34 -0.73852 4.73624 -2.93611
H35 -2.10321 5.69147 -2.28005
H36 -1.83792 4.01842 -1.73206
C18 1.81905 -5.65637 1.23206
S5 1.85994 -5.31906 -0.54213
O6 2.36573 -3.92127 -0.72080
C19 0.06950 -5.28183 -0.76879
H37 2.84521 -5.68594 1.60196
H38 1.27028 -4.86735 1.74974
H39 1.34391 -6.62319 1.40870
H40 -0.37148 -4.51578 -0.12806
H41 -0.34935 -6.26057 -0.52821
H42 -0.14211 -5.04623 -1.81297
C20 -5.06115 7.97341 -0.17391
S6 -5.25655 6.92315 -1.63004
O7 -3.91064 6.78819 -2.26590
C21 -6.19916 8.11968 -2.60104
H43 -4.46102 7.43542 0.56190
H44 -4.55360 8.90035 -0.44736
H45 -6.04207 8.19318 0.25188
H46 -5.62143 9.03744 -2.72425
H47 -7.14354 8.33400 -2.09780
H48 -6.40285 7.68527 -3.58121
C22 -2.37112 -9.42644 0.70743
S7 -2.32973 -9.08921 -1.06670
O8 -1.82395 -7.69151 -1.24622
C23 -4.12179 -9.05048 -1.29316
H49 -1.34503 -9.45649 1.07711
H50 -2.91972 -8.63723 1.22535
H51 -2.84647 -10.39297 0.88409
H52 -4.56245 -8.28423 -0.65251
H53 -4.54049 -10.02902 -1.05213
H54 -4.33275 -8.81482 -2.33757
C24 2.46043 -11.00472 -3.34779
S8 0.89693 -10.11352 -3.18948
O9 -0.11858 -11.07967 -2.66975
C25 0.60728 -9.92378 -4.96246
H55 2.81347 -11.26273 -2.34824
H56 2.31276 -11.91837 -3.92667
H57 3.19753 -10.36482 -3.83659
H58 0.57336 -10.90396 -5.44159
H59 1.40369 -9.31864 -5.39911
H60 -0.34928 -9.41790 -5.10372

Forces on the atoms, in the same order (eV/Å):
C 0.33 0.19 -0.79
C 0.77 1.33 0.46
C 1.80 -0.31 -1.51
N -0.03 1.30 1.53
C 0.51 0.10 0.74
C 2.50 0.60 3.39
N -3.58 -2.24 -5.08
C 0.25 -0.77 -0.29
C -4.48 0.82 -0.21
N 6.51 0.81 2.41
C 0.07 0.80 -1.17
C 3.32 2.46 -0.80
O -4.59 -3.95 0.76
Cl 1.34 -0.72 -1.04
H 1.28 -1.31 -0.23
H -1.11 -1.04 1.19
H -1.52 0.46 -1.19
H -1.70 0.40 1.12
H 0.07 0.95 -1.40
H 0.21 -1.85 0.18
H -0.64 0.55 1.83
H -0.70 0.65 -0.49
H -1.21 1.43 -0.40
H -0.07 -0.70 -1.87
H -0.72 -0.02 2.03
H 1.59 0.01 0.60
C 0.01 -0.03 -0.06
S 0.08 -0.19 0.34
O -0.28 0.00 -0.52
C -0.11 0.04 0.04
H -0.07 0.09 0.09
H 0.06 0.10 0.05
H 0.02 0.09 0.03
H 0.11 0.00 0.00
H 0.07 -0.01 0.01
H 0.12 -0.09 -0.01
C -0.12 0.48 0.24
S -0.01 -0.13 -0.39
O 0.09 -0.02 0.01
C 0.05 0.17 0.13
H 0.21 -0.02 0.22
H 0.09 -0.09 0.30
H -0.10 0.02 0.08
H -0.10 -0.06 -0.03
H -0.10 0.00 -0.01
H -0.10 -0.04 -0.06
C 0.05 -0.11 -0.07
S 0.00 -0.09 0.08
O 0.11 0.36 -0.69
C -0.07 -0.11 -0.01
H -0.14 0.02 0.07
H -0.05 0.03 0.08
H -0.03 0.01 0.08
H 0.07 0.03 0.07
H 0.06 0.02 0.07
H 0.17 0.03 0.02
C 0.10 0.09 0.00
S -0.03 -0.11 -0.32
O -0.23 0.21 -0.01
C 0.06 0.02 -0.06
H -0.09 -0.13 0.03
H -0.05 -0.09 0.07
H -0.03 -0.10 0.05
H 0.11 -0.01 0.12
H 0.04 -0.06 0.12
H 0.10 0.09 0.09
C 0.03 0.06 0.11
S -0.28 0.13 -0.03
O -0.29 -0.67 0.06
C 0.07 0.02 0.11
H -0.06 0.03 -0.12
H 0.02 0.01 -0.10
H 0.02 0.04 -0.10
H 0.15 0.04 0.00
H 0.05 0.06 -0.13
H 0.12 -0.07 0.09
C 0.10 0.04 0.04
S 0.07 0.09 0.07
O -0.36 0.24 0.11
C 0.04 0.06 -0.11
H -0.06 -0.06 -0.13
H -0.02 -0.07 -0.08
H 0.02 -0.06 -0.06
H 0.04 -0.08 0.05
H 0.05 -0.07 0.02
H 0.07 -0.05 0.13
C -0.05 0.13 0.11
S 0.01 -0.11 -0.09
O -0.26 -0.26 0.17
C -0.09 0.17 0.07
H -0.06 -0.01 -0.16
H 0.01 0.01 -0.08
H 0.05 0.03 -0.09
H 0.07 -0.01 -0.01
H 0.10 0.01 -0.02
H 0.14 -0.03 0.09
C 0.05 -0.11 -0.06
S -0.17 -0.14 0.10
O 0.39 0.17 -0.27
C -0.04 -0.06 -0.10
H -0.13 0.09 -0.05
H -0.08 0.05 0.03
H -0.07 0.02 0.04
H 0.01 0.00 0.10
H -0.02 0.00 0.08
H 0.09 -0.03 0.14

Calculated values
HOMO-LUMO gap   8.440 eV
LUMO level   0.316 eV
Highest occupied orbital energy   -8.12 eV